# 1
Below is a 13-piece molecular cluster, C5H37NO14 overall in a non-equilibrium geometry, with properties calculated with wB97M-V/def2-TZVPD.

Geometry as XYZ:
```
57
Properties=species:S:1:pos:R:3:forces:R:3:mulliken_charge:R:1
C 2.1836 0.9559 1.3595 -1.5 -0.6 -0.3 -0.504
N 1.8879 1.8094 0.1713 -1.5 -1.4 3.6 0.124
C 2.8481 1.9191 -0.8037 2.6 1.4 -2.1 -0.261
O 2.1955 2.6493 -1.8018 0.3 -1.7 -2.8 -0.597
C 0.9975 1.0812 2.3832 0.9 -1.3 -1.4 -1.048
C -0.2803 0.3821 1.8834 0.8 -2.1 0.7 -0.086
C -0.2674 -0.2764 0.5061 -1.7 0.1 -0.7 0.654
O -0.9321 -1.5335 0.6095 0.9 -1.5 -1.7 -0.920
H 2.2087 -0.1358 1.0105 0.8 1.6 0.9 -0.229
H 3.1207 1.2824 1.8147 0.0 -0.2 -0.2 0.689
H 0.9139 1.6829 -0.1549 1.2 -0.2 -0.2 -0.060
H 3.3347 1.0523 -1.3794 -1.0 0.5 1.2 0.164
H 3.7255 2.5968 -0.4853 -0.9 -1.3 0.2 0.258
H 1.9697 3.4792 -1.4742 -0.5 2.3 1.0 0.261
H 0.8528 2.0953 2.6051 -0.3 1.6 0.1 0.379
H 1.1990 0.5924 3.3223 0.7 0.0 0.3 0.465
H -1.1478 0.9738 2.0854 -0.7 0.3 0.0 0.248
H -0.3441 -0.5940 2.4785 -0.1 1.6 -0.2 0.228
H 0.8071 -0.5239 0.2407 -1.8 0.5 -0.5 0.186
H -0.9674 0.2278 -0.2727 2.1 0.0 0.9 -0.261
H -1.5557 -1.7404 1.3115 -0.1 0.5 0.7 0.312
H -2.9586 1.3101 -1.4117 -0.8 -1.5 2.1 0.333
H -3.0172 1.9547 -0.2013 0.0 1.1 1.5 0.257
O -3.2894 1.0793 -0.4377 1.1 0.7 -3.6 -0.673
H 4.3344 -1.7780 -0.5772 -0.5 -0.8 1.0 0.270
H 2.8762 -2.0166 0.3821 2.9 0.8 -2.4 0.269
O 3.4548 -1.4762 -0.3073 -1.8 -0.1 1.4 -0.643
H -2.2254 3.4462 -2.6809 2.1 -2.0 1.4 0.279
H -0.8125 2.6551 -2.7970 -1.0 0.2 0.0 0.390
O -1.6012 2.7692 -2.1953 -1.9 1.7 -1.2 -0.603
H 0.0168 -3.0452 1.5615 -2.8 3.5 -0.3 0.615
H 0.3726 -4.1355 2.7131 -1.1 -0.5 3.3 0.222
O 0.4453 -3.7588 1.8979 3.5 -2.6 -2.8 -0.663
H 1.4239 -2.7228 -2.0068 2.9 1.5 -1.3 0.240
H 2.8331 -1.8473 -2.0120 -0.6 -0.5 0.8 0.398
O 2.1740 -2.2734 -2.5764 -2.0 -1.5 0.5 -0.670
H -0.3519 3.7871 0.0834 0.8 -3.0 -0.9 0.327
H -1.1278 4.4668 1.2123 -1.5 -0.9 2.9 0.281
O -0.6733 4.5590 0.4361 0.7 3.9 -2.0 -0.625
H -4.6954 -0.1433 -0.3458 0.1 1.2 -0.2 0.431
H -4.2431 -1.5300 -0.5072 -0.3 -0.2 0.1 0.325
O -5.0084 -1.0256 -0.1905 0.1 -1.2 0.1 -0.734
H 1.1295 -0.5673 -3.1423 -2.1 -1.3 0.7 0.395
H -0.1340 -1.3446 -2.4574 0.3 -1.1 1.3 0.209
O 0.1356 -0.7120 -3.0809 1.1 2.9 -2.2 -0.582
H 1.5659 -4.1013 0.6236 -2.6 1.8 3.8 0.260
H 1.5764 -4.8076 -0.5343 2.5 0.3 0.9 0.324
O 2.2542 -4.4289 0.1430 0.5 -2.4 -4.8 -0.600
H 0.0887 1.6234 -4.4124 0.5 0.7 0.8 0.371
H 0.8595 2.2787 -3.2806 5.9 -2.2 6.8 0.337
O 0.3565 2.4470 -3.9433 -5.8 1.2 -7.7 -0.686
H -2.5053 -3.1654 2.9644 0.2 1.1 0.0 0.242
H -2.4923 -1.5829 2.9449 -1.7 0.8 0.3 0.368
O -1.9626 -2.3565 2.8730 1.4 -2.5 0.3 -0.609
H -4.4722 -0.8564 1.6778 -0.2 -0.4 0.2 0.454
H -3.2695 -0.0455 1.8188 0.3 0.4 0.0 0.225
O -3.8074 -0.6314 2.3570 -0.4 0.6 -0.4 -0.736
```
Positions in Å, forces in eV/Å.

As for the spin multiplicity: 1. The net charge is 0. As for the energy above the lowest of the compared OMol25 structures with the same formula, charge and spin: 707.9 kJ/mol. The HOMO-LUMO gap comes out at 0.3412 Eh. The largest force on an atom comes out at 9.704 eV/A.

***

# 2
Below is C44H48B2F4N5Rb as an isolated structure in a non-equilibrium geometry, with properties calculated with wB97M-V/def2-TZVPD.

Geometry as XYZ:
```
104
Properties=species:S:1:pos:R:3:forces:R:3:mulliken_charge:R:1
Rb 0.7007 2.1487 -1.3703 0.0 -0.2 0.2 0.714
C -1.2661 4.0159 3.1364 -0.2 0.2 0.2 -0.601
C -0.9708 3.4781 1.8756 0.7 -0.5 -0.4 -0.097
N 0.2567 3.1805 1.4861 0.0 0.1 0.1 0.379
C 1.3225 3.4261 2.3131 -1.1 0.4 0.5 -0.268
C 1.1074 4.0813 3.5782 -0.1 -0.7 -0.4 1.414
C -0.2323 4.3362 3.9659 -0.1 0.0 -0.2 -0.832
C 2.1825 4.3414 4.4433 0.9 -0.1 -0.2 -1.092
C 3.4758 4.1030 4.0012 -0.7 0.2 -1.0 -0.461
C 3.6974 3.4845 2.7501 0.1 -0.1 0.6 -0.978
C 2.6479 2.9677 1.9592 0.4 0.0 0.0 -0.215
N 2.8106 2.1408 0.9088 0.0 -0.2 -0.4 -0.002
C 3.8156 1.2275 0.8650 -0.2 0.5 0.0 0.034
C 4.4952 0.7396 1.9978 -0.5 0.6 0.0 -0.325
C 5.5456 -0.1698 1.9146 0.0 0.1 0.2 -0.839
C 5.9730 -0.6249 0.7015 0.4 -0.6 -0.8 -1.129
C 5.2696 -0.3038 -0.4991 -0.5 0.9 1.4 1.703
C 5.5615 -0.9064 -1.7252 -0.1 0.1 -0.6 -0.688
C 4.8081 -0.5912 -2.8319 0.2 -0.1 0.3 -0.646
C 3.7390 0.3084 -2.6743 -0.1 0.2 -0.2 -0.328
N 3.4287 0.8902 -1.5323 0.1 0.2 -0.1 0.040
C 4.1739 0.6382 -0.4287 0.4 -1.0 -0.1 -0.197
H -2.3048 4.1632 3.4249 0.2 0.0 0.0 0.395
H -1.7850 3.2396 1.1855 0.2 0.0 0.1 0.162
H -0.4412 4.7940 4.9244 0.1 0.0 0.1 0.363
H 1.9977 4.6788 5.4446 -0.1 0.4 0.3 0.352
H 4.3204 4.4851 4.5610 0.1 -0.3 0.2 0.394
H 4.7206 3.2395 2.4511 -0.4 0.2 0.1 0.567
H 4.1819 1.1814 2.9500 0.2 -0.6 -0.3 0.409
H 6.0197 -0.5139 2.8387 0.0 0.1 -0.3 0.327
H 6.8364 -1.2788 0.6121 -0.1 -0.1 0.1 0.295
H 6.3666 -1.6356 -1.7786 0.0 0.1 0.0 0.369
H 5.0200 -1.0396 -3.7966 -0.1 0.0 0.1 0.366
H 3.1270 0.5516 -3.5583 0.1 -0.1 0.5 0.355
F -0.2956 3.4511 -3.8985 -0.1 -0.6 0.5 -0.055
B -0.1651 4.4896 -4.8019 0.9 1.5 -1.2 0.327
F -1.1370 4.4346 -5.8158 -0.2 -0.2 0.2 -0.407
F -0.2344 5.7474 -4.1525 -0.3 -0.3 0.3 -0.423
F 1.1207 4.4609 -5.4376 -0.3 -0.4 0.3 -0.436
C 0.8509 -4.7332 0.1040 0.2 0.7 -0.1 -1.876
C 1.6335 -3.5744 -0.5809 0.2 -0.1 -0.4 0.670
C 2.0285 -2.3860 0.3524 0.2 -0.7 -0.5 -0.110
C 1.1232 -3.1736 -1.9777 0.0 -0.4 0.6 1.013
C 1.9608 -3.4950 -3.0735 -0.5 0.3 1.3 -1.159
C 1.5589 -3.1656 -4.3421 0.5 0.2 -1.5 -0.801
C 0.3705 -2.4828 -4.5702 -0.4 0.2 0.9 -1.634
C -0.4740 -2.1445 -3.4760 0.7 -0.2 -0.6 1.111
C -1.6926 -1.3521 -3.8365 -0.9 0.5 -0.9 0.958
C -1.7003 0.1563 -3.4134 -0.8 -0.8 -0.3 -0.631
C -3.0324 -2.0787 -3.5760 0.4 0.2 0.2 -1.547
C -0.1268 -2.5568 -2.1769 -0.7 -0.3 0.6 -0.746
N -1.0620 -2.3559 -1.0546 1.3 0.4 -0.7 0.483
B -1.0730 -1.1333 -0.2470 0.8 1.7 -0.5 0.425
N -2.1857 -1.3506 0.6773 0.3 0.1 -0.7 0.525
C -2.7276 -2.6092 0.3890 -1.0 -0.2 1.2 -0.501
C -2.0378 -3.2300 -0.5912 -0.4 -0.1 -0.5 -0.679
C -2.7556 -0.3154 1.5001 0.0 -0.3 0.0 0.059
C -2.1957 -0.0758 2.7946 -0.7 0.0 -0.5 0.630
C -2.8864 0.8213 3.6386 0.9 -0.7 -0.5 -1.210
C -4.0465 1.4284 3.2092 -0.3 0.8 0.2 -1.407
C -4.4832 1.3380 1.9018 0.2 -0.4 -0.4 -0.749
C -3.8419 0.4766 1.0021 0.3 -0.6 1.1 0.450
C -4.4310 0.3345 -0.3812 -0.5 -0.2 0.0 2.623
C -5.7888 -0.4199 -0.3325 0.9 -0.4 0.1 -1.649
C -4.6677 1.6994 -1.0272 0.4 0.1 -0.1 -1.707
C -0.9221 -0.7493 3.3440 -0.8 0.4 0.6 0.777
C 0.3607 -0.0751 2.8262 -0.3 -1.0 0.5 -0.580
C -0.9301 -2.3002 3.3212 0.2 0.6 -1.1 -1.684
H 1.5514 -5.2923 0.7041 0.4 -0.3 0.3 0.498
H 0.4528 -5.4324 -0.6301 -0.2 0.1 -0.1 0.289
H 0.0778 -4.4088 0.7924 -0.4 0.2 -0.2 0.323
H 2.5701 -4.0640 -0.8518 0.3 0.1 0.2 0.638
H 1.2582 -1.6208 0.4767 -0.1 -0.2 -0.1 -0.452
H 2.9333 -1.9006 -0.0486 -0.3 -0.1 0.1 -0.314
H 2.3017 -2.8087 1.3231 0.0 0.1 0.1 0.463
H 2.9180 -3.9936 -2.8672 -0.4 0.3 -0.2 0.323
H 2.2197 -3.3773 -5.2029 -0.4 0.0 0.5 0.303
H 0.0585 -2.1893 -5.5882 0.3 -0.2 0.7 0.288
H -1.6571 -1.3220 -4.9455 0.1 0.2 0.4 0.473
H -1.8012 0.3347 -2.3399 0.2 -0.3 0.0 -0.603
H -2.5432 0.6612 -3.9160 0.3 -0.2 0.0 0.379
H -0.7915 0.6085 -3.7721 0.4 0.3 -0.1 0.404
H -3.3807 -1.8574 -2.5666 -0.2 -0.3 0.0 0.179
H -2.9397 -3.1670 -3.7282 0.0 0.3 0.2 0.275
H -3.7510 -1.7218 -4.3105 -0.3 0.1 0.1 0.492
H -3.5371 -3.0050 1.0098 0.2 0.0 -0.4 0.388
H -2.2748 -4.1772 -1.0671 0.1 0.1 0.2 0.191
H -2.4307 1.0549 4.6060 -0.4 -0.2 -0.2 0.301
H -4.6173 2.0507 3.8838 0.1 0.2 0.2 0.358
H -5.3251 1.9446 1.5495 0.2 -0.3 0.3 0.202
H -3.7293 -0.2324 -0.9830 0.1 -0.1 -0.1 -1.530
H -6.5136 0.1835 0.1864 -0.5 0.4 0.0 0.419
H -5.7194 -1.3372 0.2599 0.2 -0.1 -0.2 0.364
H -6.1348 -0.6666 -1.3422 0.0 0.1 0.2 0.397
H -5.4693 2.2313 -0.5255 -0.2 0.1 0.1 0.442
H -4.9251 1.6302 -2.0858 0.0 -0.2 0.0 0.405
H -3.7811 2.3239 -0.9422 0.2 0.0 -0.1 0.345
H -0.9649 -0.4736 4.4189 0.0 -0.2 -0.3 0.676
H 0.4115 -0.0977 1.7508 0.0 0.0 -0.5 -0.369
H 1.1939 -0.6428 3.2540 0.2 0.3 -0.1 0.467
H 0.3939 0.9536 3.1592 0.1 0.3 0.1 0.089
H -0.6562 -2.6934 2.3219 -0.2 0.2 0.5 -0.005
H -1.9128 -2.6895 3.5927 0.0 0.0 0.0 0.373
H -0.2009 -2.6642 4.0331 0.2 -0.1 0.3 0.528
```
Positions in Å, forces in eV/Å.

As for the spin multiplicity: 1. The net charge is -2. The HOMO-LUMO gap comes out at 0.1593 Eh. The largest force on an atom comes out at 2.109 eV/A.

***

# 3
Below is one molecule with the formula C4H8N2S in a non-equilibrium geometry, with properties calculated with wB97M-V/def2-TZVPD.

Geometry as XYZ:
```
15
Properties=species:S:1:pos:R:3:forces:R:3:mulliken_charge:R:1
S 2.7078 -0.9364 0.1243 -0.4 1.3 -0.2 -0.153
N 2.3970 0.7812 -0.0050 1.2 -1.0 0.3 -0.500
C 1.2718 1.3170 -0.1556 -0.4 -0.2 -0.2 -0.190
C -0.1032 0.7107 -0.2668 -0.1 0.2 -0.6 0.001
C -0.7745 0.1289 0.9823 -1.2 0.3 1.2 -0.415
C -1.3344 -0.9676 0.0718 -1.0 -0.7 -0.3 -0.412
N -0.3222 -0.5909 -0.9149 0.8 -0.7 0.0 -0.423
H 1.5178 -1.3378 -0.3545 -0.1 -0.3 0.0 0.199
H 1.2991 2.4107 -0.2011 -0.1 -0.1 0.0 0.360
H -0.7316 1.4666 -0.7545 -0.1 0.1 0.3 0.349
H -0.1183 -0.2807 1.7478 0.4 0.1 -0.2 0.223
H -1.5165 0.7736 1.4996 0.5 -0.4 -0.4 0.272
H -1.3815 -2.0294 0.3965 0.7 0.6 0.0 0.243
H -2.3660 -0.8040 -0.2762 0.1 0.5 0.1 0.275
H -0.5454 -0.6419 -1.8938 -0.1 0.2 -0.2 0.173
```
Positions in Å, forces in eV/Å.

As for the spin multiplicity: 1. The net charge is 0. As for the energy above the lowest of the compared OMol25 structures with the same formula, charge and spin: 262.9 kJ/mol. The HOMO-LUMO gap comes out at 0.3493 Eh. The largest force on an atom comes out at 1.746 eV/A.

***

# 4
Below is C2FI2O2 as an isolated structure in a non-equilibrium geometry, with properties calculated with wB97M-V/def2-TZVPD.

Geometry as XYZ:
```
7
Properties=species:S:1:pos:R:3:forces:R:3:mulliken_charge:R:1
C -0.4972 -0.0029 -0.9219 -0.7 0.4 -0.4 0.690
C 2.4303 -0.1442 1.1654 -0.5 0.5 1.0 -0.271
O 0.1459 0.8459 -1.3499 1.2 0.7 -0.3 -0.342
O -1.3150 -0.7420 -0.5892 -0.7 -1.0 0.6 -0.389
F 3.2914 -0.5133 2.1726 -0.1 -0.2 -0.8 -0.129
I 1.8040 -2.0599 0.0296 0.4 -0.4 0.0 -0.306
I 3.6778 1.0637 -0.2947 0.4 0.0 -0.1 -0.254
```
Positions in Å, forces in eV/Å.

As for the spin multiplicity: 1. The net charge is -1. As for the energy above the lowest of the compared OMol25 structures with the same formula, charge and spin: 60.4 kJ/mol. The HOMO-LUMO gap (alpha / beta) comes out at 0.2441 / 0.2442 Eh. The largest force on an atom comes out at 1.402 eV/A.

***

Copy entry 3 word for word.
Below is one molecule with the formula C4H8N2S in a non-equilibrium geometry, with properties calculated with wB97M-V/def2-TZVPD.

Geometry as XYZ:
```
15
Properties=species:S:1:pos:R:3:forces:R:3:mulliken_charge:R:1
S 2.7078 -0.9364 0.1243 -0.4 1.3 -0.2 -0.153
N 2.3970 0.7812 -0.0050 1.2 -1.0 0.3 -0.500
C 1.2718 1.3170 -0.1556 -0.4 -0.2 -0.2 -0.190
C -0.1032 0.7107 -0.2668 -0.1 0.2 -0.6 0.001
C -0.7745 0.1289 0.9823 -1.2 0.3 1.2 -0.415
C -1.3344 -0.9676 0.0718 -1.0 -0.7 -0.3 -0.412
N -0.3222 -0.5909 -0.9149 0.8 -0.7 0.0 -0.423
H 1.5178 -1.3378 -0.3545 -0.1 -0.3 0.0 0.199
H 1.2991 2.4107 -0.2011 -0.1 -0.1 0.0 0.360
H -0.7316 1.4666 -0.7545 -0.1 0.1 0.3 0.349
H -0.1183 -0.2807 1.7478 0.4 0.1 -0.2 0.223
H -1.5165 0.7736 1.4996 0.5 -0.4 -0.4 0.272
H -1.3815 -2.0294 0.3965 0.7 0.6 0.0 0.243
H -2.3660 -0.8040 -0.2762 0.1 0.5 0.1 0.275
H -0.5454 -0.6419 -1.8938 -0.1 0.2 -0.2 0.173
```
Positions in Å, forces in eV/Å.

As for the spin multiplicity: 1. The net charge is 0. As for the energy above the lowest of the compared OMol25 structures with the same formula, charge and spin: 262.9 kJ/mol. The HOMO-LUMO gap comes out at 0.3493 Eh. The largest force on an atom comes out at 1.746 eV/A.

***

Number 4 is which compound?
C2FI2O2